A structure of composition C30H22BrMnN6O4 in a non-equilibrium geometry. Source: the Open Molecules 2025 dataset; level of theory: wB97M-V/def2-TZVPD.

Last column: natural (NBO) charge in e.
Geometry (Å):
Mn 0.6406 -0.1635 0.0217  1.19
O -1.9496 -0.3740 4.5243  -0.67
C -1.4047 -1.5956 4.5114  0.37
C -1.4596 -2.3336 5.6946  -0.28
C -0.9744 -3.6202 5.7445  -0.13
C -0.3867 -4.1977 4.6220  -0.25
C -0.2539 -3.4612 3.4685  -0.13
C -0.7566 -2.1559 3.3896  -0.21
C -0.5476 -1.3783 2.1736  0.62
O 0.3497 -1.6561 1.3259  -0.64
N -1.3343 -0.3119 1.9609  -0.46
N -0.9255 0.3571 0.8957  -0.19
C -1.6084 1.3932 0.4706  0.03
C -1.0799 1.9775 -0.7070  0.16
C -1.6765 3.0175 -1.4285  -0.21
C -1.0989 3.4436 -2.6025  -0.11
C 0.0812 2.8344 -3.0257  -0.23
C 0.6338 1.8307 -2.2546  0.09
N 0.0793 1.3858 -1.1238  -0.45
H -1.9324 0.0059 3.6226  0.50
H -1.9131 -1.8647 6.5524  0.24
H -1.0615 -4.1868 6.6582  0.23
H -0.0365 -5.2168 4.6630  0.23
H 0.2154 -3.8780 2.5893  0.23
H -2.5023 1.7273 0.9777  0.24
H -2.5901 3.4565 -1.0651  0.24
H -1.5540 4.2308 -3.1826  0.25
H 0.5706 3.1528 -3.9322  0.25
H 1.5657 1.3718 -2.5588  0.24
Br -0.8960 -7.5368 -10.7736  0.09
C -0.6955 -6.4336 -9.2474  -0.06
C 0.5764 -6.0159 -8.8597  -0.24
C 0.7242 -5.2162 -7.7520  -0.20
C -0.4117 -4.8045 -7.0275  0.15
C -1.6815 -5.2446 -7.4264  -0.19
C -1.8237 -6.0551 -8.5263  -0.24
N -0.3450 -3.9815 -5.9541  -0.23
N 0.7093 -3.4283 -5.5716  -0.20
C 0.9130 -2.6996 -4.4860  0.06
C 2.1769 -2.0738 -4.3983  -0.12
C 2.5606 -1.3357 -3.3153  -0.28
C 1.6888 -1.1837 -2.2087  0.35
O 1.9761 -0.5729 -1.1372  -0.64
C 0.3597 -1.7319 -2.3241  0.08
N -0.4606 -1.4113 -1.3077  -0.51
C -1.7040 -1.8616 -1.3354  0.08
C -2.1861 -2.6638 -2.3687  -0.24
C -1.3590 -2.9955 -3.4209  -0.12
C -0.0462 -2.5083 -3.4270  -0.01
H 1.4395 -6.3209 -9.4317  0.23
H 1.6987 -4.8734 -7.4376  0.24
H -2.5433 -4.9297 -6.8621  0.22
H -2.8020 -6.3941 -8.8291  0.23
H 2.8475 -2.2081 -5.2338  0.24
H 3.5348 -0.8747 -3.2787  0.23
H -2.3459 -1.5666 -0.5150  0.21
H -3.2066 -3.0029 -2.3386  0.24
H -1.7171 -3.6057 -4.2365  0.27
C 1.4975 2.0468 2.2493  -0.73
C 1.5721 0.8637 1.3372  0.55
O 2.4272 0.0313 1.3047  -0.39
H 2.4276 2.1386 2.8119  0.27
H 0.6771 1.9102 2.9553  0.27
H 1.3047 2.9589 1.6882  0.26

Computed properties:
- ΔE to the lowest compared entry with this formula, charge and spin: 1.033 eV
- Kohn-Sham gap (alpha / beta): 5.240 / 5.100 eV
- Total charge: +1
- F_max: 5.258 eV/A
- Multiplicity: 4
- E: -5510.6753 Eh